No. 1
{"formula": "C8H12N2O2S", "method": "ωB97M-V/def2-TZVPD", "elements": ["C", "C", "C", "C", "C", "C", "C", "C", "N", "N", "O", "O", "S", "H", "H", "H", "H", "H", "H", "H", "H", "H", "H", "H", "H"], "coordinates": [[1.267184, -0.441240, -1.044627], [-1.877555, 0.757269, 0.313187], [0.131007, -1.113761, -0.789067], [-2.836340, 2.620453, -1.159189], [-2.330000, 1.647958, -0.431202], [-0.381238, -2.160914, -1.747571], [-1.494961, -0.372908, 2.347099], [3.394028, 0.003574, 0.787357], [-0.509733, -1.119995, 0.410344], [-1.287928, -0.213369, 0.919437], [2.399395, 1.895408, -0.784002], [1.017435, 1.122878, 1.097604], [1.933626, 0.800274, 0.026410], [-2.591884, 2.694668, -2.205067], [-3.486311, 3.371706, -0.747356], [1.817129, -0.546067, -1.957865], [0.115616, -2.092144, -2.709571], [-0.213359, -3.150653, -1.325920], [-1.454683, -2.034334, -1.881395], [-2.513110, -0.106256, 2.623012], [-1.286004, -1.409847, 2.605183], [-0.785629, 0.275065, 2.864497], [4.279565, 0.530616, 0.457556], [3.280380, 0.072858, 1.860371], [3.413376, -1.031239, 0.470783]], "forces_ev_per_a": [[-0.26, 0.79, 0.54], [0.42, -0.40, -0.08], [0.20, 0.16, -0.53], [0.05, -0.02, -0.17], [-0.18, 0.40, -0.02], [0.08, 0.21, -0.01], [-0.02, -0.08, 0.89], [-0.66, 0.27, -0.41], [-0.08, -1.01, 1.23], [-0.29, 0.20, -0.74], [0.18, -0.21, -0.27], [0.16, -0.31, -0.10], [0.30, 0.00, 0.39], [0.05, -0.02, -0.18], [-0.11, 0.08, 0.19], [0.14, -0.06, -0.33], [0.05, -0.03, -0.12], [-0.02, -0.03, 0.06], [-0.04, 0.00, -0.02], [0.03, 0.05, -0.14], [-0.05, 0.10, -0.14], [-0.03, -0.03, -0.11], [0.09, 0.09, -0.12], [-0.08, 0.02, 0.17], [0.07, -0.18, 0.00]], "lowdin_charge": [-0.138, -0.013, -0.382, 0.015, -0.072, -0.027, 0.008, -0.118, 0.070, -0.203, -0.335, -0.329, 0.628, 0.054, 0.053, 0.090, 0.076, 0.085, 0.083, 0.098, 0.096, 0.096, 0.056, 0.056, 0.055], "charge": 0, "e_lumo_ev": [-0.0782, -0.0910], "e_tot_ha": -969.99967, "relative_energy_kcal_mol": 155.7, "homo_energy_ev": [-7.481, -7.714]}

No. 2
{"formula": "C8H12N2O3P", "method": "ωB97M-V/def2-TZVPD", "elements": ["O", "C", "O", "P", "C", "C", "C", "C", "C", "C", "H", "H", "H", "H", "H", "H", "H", "H", "C", "O", "N", "N", "H", "H", "H", "H"], "coordinates": [[2.660695, -2.246440, -1.778447], [2.556974, -1.040281, -2.086521], [3.682092, -0.347006, -2.726253], [4.805539, -0.013010, -1.477342], [1.188429, -0.309914, -1.734306], [-0.029785, -1.058930, -1.086747], [-1.317813, -0.252051, -0.739181], [-1.422195, 1.267783, -1.055006], [-0.194210, 1.976656, -1.722272], [1.129483, 1.220842, -2.078750], [4.339311, -0.471257, -0.194380], [5.122764, 1.386354, -1.377008], [5.999743, -0.756208, -1.767747], [-0.001656, -2.184699, -0.860261], [-2.177053, -0.835597, -0.245718], [-2.356806, 1.875603, -0.791012], [-0.200841, 3.095230, -1.995928], [2.013849, 1.757545, -2.580861], [-3.238823, -0.599671, 2.816036], [-3.271035, -1.110002, 1.704276], [-4.093728, -0.951291, 3.804859], [-2.344330, 0.361906, 3.153792], [-4.084369, -0.545498, 4.722942], [-4.773838, -1.663287, 3.592064], [-1.690720, 0.650579, 2.444206], [-2.301677, 0.792645, 4.059566]], "forces_ev_per_a": [[0.80, 4.62, -1.46], [-3.75, -4.38, 2.13], [1.36, 0.82, 3.65], [-1.12, -0.98, -1.82], [-0.84, 2.60, -0.42], [-0.25, 3.48, -0.60], [2.75, 1.14, -1.56], [3.68, -1.86, -0.91], [0.76, -2.71, 0.35], [-3.67, -1.95, 1.97], [0.10, 0.33, -0.92], [-0.33, -0.88, -0.27], [-0.71, 0.59, 0.12], [0.13, 2.06, -0.46], [1.41, 1.20, -0.74], [1.60, -1.13, -0.50], [-0.28, -2.02, 0.61], [-1.67, -0.95, 0.87], [-0.14, -0.17, -0.10], [0.07, 0.04, -0.07], [-0.48, -0.37, 0.18], [0.61, 0.49, -0.16], [0.01, -0.02, -0.09], [0.11, 0.14, 0.06], [-0.12, -0.04, 0.17], [-0.03, -0.05, -0.07]], "lowdin_charge": [0.079, -0.437, -0.262, 1.109, -0.102, 0.031, -0.027, -0.020, -0.048, -0.016, 0.062, 0.040, 0.043, 0.121, 0.085, 0.109, 0.098, 0.098, -0.688, 0.004, 0.158, 0.153, 0.101, 0.113, 0.096, 0.099], "charge": 1, "e_lumo_ev": -4.8736, "e_tot_ha": -988.21103, "homo_energy_ev": -12.061}

No. 3
{"formula": "C8H12N2S", "method": "ωB97M-V/def2-TZVPD", "elements": ["C", "C", "C", "C", "C", "C", "C", "C", "N", "N", "S", "H", "H", "H", "H", "H", "H", "H", "H", "H", "H", "H", "H"], "coordinates": [[-3.854543, -1.027515, -0.518434], [-4.391819, 0.169882, -0.617855], [-3.282333, -0.236795, 1.623774], [0.063409, -1.102015, -0.541355], [1.324926, 0.755502, -1.774477], [2.480544, -0.619846, 0.023760], [0.626601, 0.898819, 0.725342], [1.093182, -0.019614, -0.401466], [-3.209539, -1.191983, 0.738952], [-0.787379, -1.852823, -0.384457], [-4.231916, 0.993946, 0.885704], [-3.870598, -1.895874, -1.158775], [-4.846965, 0.765538, -1.468551], [2.293597, 1.323133, -1.698278], [0.554460, 1.495367, -1.886435], [1.380007, 0.171017, -2.634408], [3.108699, -0.760298, -0.901414], [2.998844, 0.067900, 0.681798], [2.374472, -1.604078, 0.345006], [0.948608, 2.007005, 0.762138], [-0.530379, 0.907178, 0.571271], [0.928438, 0.512411, 1.700726], [-2.927817, -2.163977, 0.962525]], "forces_ev_per_a": [[0.89, -1.43, 0.63], [-1.41, 2.33, -1.49], [-0.32, 0.86, 1.33], [0.90, 1.07, 0.65], [0.60, 1.31, 2.74], [0.14, 0.85, -2.87], [-2.56, 1.64, -0.17], [1.84, 0.22, -1.24], [-1.20, -2.04, -1.37], [0.00, -0.60, -0.52], [0.86, 0.29, 0.34], [0.15, 0.30, -0.34], [0.48, -1.48, 1.07], [-0.88, -0.55, 0.10], [-0.51, 0.32, -0.23], [-0.02, -1.36, -1.25], [-0.44, 0.37, 0.81], [0.00, -0.20, 0.25], [-0.13, -1.48, 1.43], [-0.09, -1.80, -0.79], [1.87, 0.34, 1.07], [-0.51, -0.26, -0.09], [0.34, 1.33, -0.05]], "lowdin_charge": [-0.230, -0.442, -0.450, -0.154, -0.037, -0.044, -0.068, -0.543, -0.168, 0.178, 0.881, 0.110, 0.090, 0.100, 0.069, 0.053, 0.094, 0.083, 0.053, 0.114, 0.103, 0.080, 0.128], "charge": 0, "e_lumo_ev": 0.7141, "e_tot_ha": -819.63385, "relative_energy_kcal_mol": 57.3, "homo_energy_ev": -8.484}

No. 4
{"formula": "C8H12N3", "method": "ωB97M-V/def2-TZVPD", "elements": ["C", "C", "C", "C", "C", "C", "C", "C", "N", "N", "N", "H", "H", "H", "H", "H", "H", "H", "H", "H", "H", "H", "H"], "coordinates": [[1.929586, -1.549647, -2.550600], [2.223892, -0.331138, -1.891176], [0.847581, -2.072416, -1.931234], [1.219996, -0.039130, -0.995851], [0.863180, 1.123237, -0.411459], [-0.558177, -1.485539, -0.110670], [-0.929824, 1.052064, 1.132457], [-0.545565, 0.396072, 2.515625], [-0.245508, 1.555241, 0.177916], [0.415962, -1.312666, -0.967498], [-2.222642, 1.798934, 1.155044], [2.510843, -2.001918, -3.346448], [2.973042, 0.331704, -2.069549], [0.440276, -2.973497, -2.194533], [1.445878, 2.062253, -0.871307], [-0.509033, -0.727852, 0.699440], [-1.017916, -2.525666, -0.092309], [-1.258619, -0.461773, 2.738140], [-0.454711, 1.214405, 3.104837], [0.420163, -0.049521, 2.443127], [-3.030282, 1.212286, 0.955998], [-2.152173, 2.613119, 0.411140], [-2.365950, 2.171448, 2.098910]], "forces_ev_per_a": [[1.95, 1.77, 0.32], [-1.31, -1.52, -0.90], [0.70, -0.84, -1.38], [-0.49, -3.66, 0.35], [1.39, 4.40, -1.20], [-1.22, -1.23, 2.18], [0.03, 0.18, 0.69], [-1.72, -2.52, -4.09], [0.24, -0.28, 0.17], [0.55, 3.35, 0.39], [-0.20, 1.69, -0.27], [-0.21, 0.08, 0.21], [2.04, 1.62, -0.79], [-1.30, -2.06, -0.14], [-1.01, -2.29, 1.05], [-0.57, -2.16, -0.96], [0.33, 1.80, 0.20], [0.66, 1.49, 0.35], [-0.22, 2.11, 2.73], [0.80, -0.26, -0.26], [-0.08, -0.09, -0.24], [-0.09, -1.92, 1.71], [-0.27, 0.36, -0.11]], "lowdin_charge": [-0.003, -0.013, -0.111, -0.164, -0.083, 0.078, -0.367, 0.021, 0.065, -0.091, 0.214, 0.123, 0.086, 0.116, 0.181, 0.018, 0.127, 0.125, 0.049, 0.083, 0.162, 0.226, 0.158], "charge": 1, "e_lumo_ev": [-4.0457, -3.6615], "e_tot_ha": -475.87274, "relative_energy_kcal_mol": 130.4, "homo_energy_ev": [-10.348, -10.082]}

No. 5
{"formula": "C8H12N3O", "method": "ωB97M-V/def2-TZVPD", "elements": ["C", "C", "C", "C", "C", "C", "C", "C", "N", "N", "N", "O", "H", "H", "H", "H", "H", "H", "H", "H", "H", "H", "H", "H"], "coordinates": [[3.371622, -0.229026, 0.117232], [2.864415, 1.054402, 0.222426], [2.608517, -1.304140, -0.053934], [1.520394, 1.394671, 0.291020], [1.230887, -1.027982, -0.078127], [0.743045, 0.284666, 0.105795], [-0.948935, -1.119048, -0.201056], [-2.943648, -1.605467, -0.143388], [0.147946, -1.881898, -0.160079], [-0.639044, 0.124645, 0.074366], [-1.318762, 2.541147, -0.365014], [-3.496372, -1.020875, 0.964091], [4.485614, -0.328738, -0.155023], [3.598946, 1.869662, 0.443805], [2.792594, -2.420084, 0.008806], [1.217310, 2.414680, 0.289741], [-3.008986, -2.646980, -0.211444], [-3.255979, -1.183761, -1.034825], [0.109183, -2.863202, -0.550350], [-1.305571, 0.943746, 0.013997], [-1.185509, 2.833569, -1.346774], [-0.979457, 3.124224, 0.374515], [-2.312047, 2.514319, -0.364189], [-3.296165, -1.468539, 1.758415]], "forces_ev_per_a": [[4.19, 0.79, -1.60], [0.86, 2.44, 1.30], [-3.43, -3.44, 0.44], [1.80, -0.97, -0.68], [1.57, 0.81, 0.73], [-1.57, -1.70, -0.24], [-3.90, -1.11, 1.14], [3.07, 1.38, 2.07], [-0.91, -1.48, -1.60], [-0.91, -0.18, -0.44], [-0.69, -0.14, -1.71], [0.13, 0.89, -2.51], [-1.64, 0.18, 1.26], [-0.65, -0.78, -0.67], [0.85, 1.64, -0.53], [-0.34, 0.34, 0.38], [0.42, -1.64, 0.28], [-0.62, 1.26, -1.45], [0.49, 1.69, 0.89], [1.11, -0.34, 0.00], [0.90, 0.30, 1.05], [0.11, 0.78, -0.19], [-1.22, 0.34, 0.73], [0.38, -1.07, 1.35]], "lowdin_charge": [-0.107, -0.070, -0.017, 0.006, -0.179, -0.172, -0.073, -0.009, 0.142, 0.118, 0.049, 0.017, 0.153, 0.133, 0.150, 0.100, 0.087, 0.078, 0.207, 0.099, 0.092, 0.058, 0.044, 0.093], "charge": 1, "e_lumo_ev": -2.8423, "e_tot_ha": -551.25328, "relative_energy_kcal_mol": 37.2, "homo_energy_ev": -12.534}

No. 6
{"formula": "C8H12N3O7PS", "method": "ωB97M-V/def2-TZVPD", "elements": ["C", "C", "O", "N", "O", "P", "O", "O", "O", "C", "C", "S", "C", "N", "N", "C", "O", "C", "C", "O", "H", "H", "H", "H", "H", "H", "H", "H", "H", "H", "H", "H"], "coordinates": [[1.093557, -0.961228, 3.544719], [-0.105544, -1.794498, 3.249815], [-0.658794, -2.451435, 4.062375], [-0.526729, -1.788524, 1.842772], [-1.696754, -0.966630, 1.797294], [-1.803487, -0.297907, 0.348683], [-1.360255, -1.144364, -0.758481], [-3.333815, 0.080087, 0.349351], [-1.089434, 1.111747, 0.444917], [0.313440, 1.168866, 0.132954], [0.590839, 2.364563, -0.761472], [-0.758396, 2.579041, -1.961542], [0.195157, 3.169900, -3.297289], [0.427093, 4.390537, -3.671646], [1.243378, 4.307958, -4.797315], [1.434202, 3.041785, -5.001592], [0.803487, 2.252150, -4.097301], [-0.887237, -3.140035, 1.367465], [0.228048, -3.818447, 0.646931], [-1.968803, -3.581983, 1.529907], [1.168153, -0.122452, 2.861612], [1.046876, -0.608512, 4.565846], [1.974452, -1.583547, 3.403484], [-3.578098, 0.156633, -0.585142], [0.851718, 1.317167, 1.065289], [0.656601, 0.259667, -0.346631], [1.491075, 2.145843, -1.326583], [0.752656, 3.274475, -0.196618], [2.010988, 2.557814, -5.765310], [0.598453, -4.669572, 1.207627], [1.035696, -3.118908, 0.465948], [-0.148523, -4.130189, -0.320066]], "forces_ev_per_a": [[-0.05, 0.38, -0.24], [0.37, 0.45, -0.06], [-0.51, -0.67, 0.50], [0.26, -0.11, -0.68], [-0.24, -0.04, 0.64], [-0.30, -0.30, -0.40], [0.20, 0.01, 0.02], [0.20, 0.16, -0.11], [0.32, -0.07, 0.05], [0.12, 0.53, 0.06], [0.10, -0.23, -0.16], [-0.13, 0.18, -0.06], [0.04, 0.42, -0.03], [-0.06, -0.65, 0.06], [0.05, -0.90, -0.03], [-0.34, 0.58, 0.47], [0.25, 0.42, -0.35], [0.39, 0.33, 0.15], [0.44, 0.33, -0.01], [-0.96, -0.30, -0.08], [0.02, 0.08, -0.09], [0.10, -0.05, 0.22], [0.15, -0.07, 0.03], [-0.36, 0.03, 0.11], [0.08, -0.13, 0.15], [-0.22, -0.25, -0.06], [0.18, 0.06, -0.01], [-0.17, 0.18, 0.07], [0.08, 0.02, -0.14], [-0.07, -0.22, 0.03], [0.18, 0.03, 0.03], [-0.13, -0.23, -0.07]], "lowdin_charge": [0.025, -0.432, 0.184, -0.028, -0.111, 0.357, -0.210, -0.052, -0.209, -0.270, -0.401, 1.013, -0.702, 0.061, 0.053, -0.175, 0.024, -0.469, 0.017, 0.171, 0.064, 0.092, 0.099, 0.103, 0.111, 0.116, 0.088, 0.086, 0.129, 0.091, 0.079, 0.097], "charge": 0, "e_lumo_ev": 0.2025, "e_tot_ha": -1742.55577, "relative_energy_kcal_mol": 0.0, "homo_energy_ev": -9.874}